{"formula": "C72H152N8O8", "method": "the ωB97M-V functional and the def2-TZVPD basis", "elements": ["H", "H", "H", "C", "H", "H", "C", "H", "C", "C", "H", "C", "H", "H", "H", "C", "H", "H", "C", "H", "H", "H", "H", "H", "C", "H", "H", "H", "C", "H", "H", "C", "C", "C", "H", "C", "H", "C", "C", "C", "H", "H", "H", "H", "C", "H", "C", "C", "H", "H", "C", "H", "H", "H", "O", "C", "H", "H", "H", "H", "H", "H", "H", "N", "H", "H", "C", "H", "N", "C", "H", "C", "H", "H", "H", "H", "H", "H", "H", "O", "H", "H", "H", "O", "C", "C", "H", "C", "H", "C", "H", "H", "C", "C", "H", "H", "H", "C", "H", "C", "O", "H", "C", "H", "H", "H", "H", "C", "H", "H", "H", "H", "H", "H", "C", "C", "H", "H", "H", "C", "C", "H", "C", "C", "H", "H", "C", "H", "H", "H", "H", "C", "C", "C", "H", "H", "C", "N", "H", "H", "H", "O", "H", "H", "C", "C", "H", "H", "H", "C", "H", "H", "H", "H", "H", "C", "H", "H", "H", "H", "C", "H", "H", "H", "H", "H", "C", "H", "H", "C", "N", "H", "C", "H", "N", "H", "H", "H", "C", "H", "C", "C", "C", "H", "H", "C", "H", "O", "H", "C", "C", "C", "H", "H", "C", "H", "C", "C", "N", "H", "H", "H", "H", "H", "H", "H", "H", "H", "N", "C", "H", "H", "H", "H", "O", "O", "H", "H", "H", "H", "H", "H", "H", "H", "C", "H", "C", "N", "H", "C", "H", "H", "C", "H", "C", "H", "H", "C", "C", "H"], "positions_angstrom": [[-2.94548, 8.38648, -0.99703], [1.67034, -5.95344, -5.38546], [3.45495, -3.39233, 7.18928], [-5.50128, 7.53253, -0.46997], [3.28793, -7.79380, 6.62843], [-7.17973, -6.98231, -4.41474], [-4.14471, -4.75310, -3.17477], [-0.29706, 4.62176, -5.14529], [-2.49578, 1.96509, 6.77495], [-3.59013, -3.78619, -2.08691], [0.28263, 0.42614, -3.48105], [1.59104, -4.88204, 5.47513], [0.68436, 4.32192, -8.56580], [1.64498, 1.95998, 1.27921], [0.87427, -3.78650, -5.61192], [3.29170, -5.24053, -4.06384], [0.29799, -2.81661, 0.09903], [0.47134, -0.46567, -1.36511], [-1.81587, 6.52160, -0.97008], [-2.96525, -1.01076, -0.55959], [-5.86302, 4.88345, 1.04462], [-3.28619, -0.84156, 2.08554], [-5.42423, -2.24806, -4.08476], [-1.42682, 4.10590, 1.77689], [1.94859, 0.94094, 1.51894], [2.35925, -0.47198, 6.68271], [6.33755, 3.23657, 1.56552], [-3.71212, 8.94625, 1.17936], [0.20018, -5.49010, 5.78616], [2.97890, -0.96256, -4.63225], [-2.25037, 3.20409, 4.48425], [1.24812, -2.82243, -5.26711], [0.15613, 2.90120, -4.02002], [-0.49177, 0.54582, -4.23873], [0.49697, -5.01880, -3.65140], [-3.83670, 7.87414, 1.33161], [-7.98318, -3.88127, -3.30603], [0.33158, -2.55863, 1.15753], [-7.76545, -4.12946, -4.34483], [-0.59512, 3.35816, 7.60024], [-4.60949, 7.70975, 2.08252], [2.02467, 0.85380, 2.60279], [5.07463, 2.33460, 0.64661], [-1.16514, -0.05382, 8.17192], [2.34799, 2.20581, -7.59257], [0.14831, -1.14635, 7.94294], [5.36633, 4.36965, -0.09916], [0.23735, -6.76166, 6.62034], [-2.41743, 1.46147, 7.73845], [5.04525, -2.95566, -4.93802], [1.53635, 3.87866, -5.89187], [0.44719, -5.12380, -1.96789], [-6.28200, 7.42765, 0.28341], [-0.08370, 0.99912, 4.02247], [-0.13113, 0.79801, -7.12602], [0.61073, 4.16417, -4.75206], [-1.29028, 7.02164, -0.15655], [-4.45439, -3.34227, -1.59284], [1.71649, -0.89105, -3.59491], [5.44249, -5.79974, -4.61319], [4.18255, -7.24584, 8.07212], [-3.27601, -5.37009, -5.20455], [6.99055, 4.91112, -1.49406], [-0.32543, 1.48518, 5.82471], [2.59626, -6.01438, 9.85829], [3.26091, -5.97527, -6.08632], [-1.90163, -0.80465, -0.43988], [1.71899, -1.36731, 2.32412], [-5.39112, -4.10064, -3.82953], [-1.41404, -0.56577, 1.00915], [6.23645, 3.37701, -1.92226], [2.62889, -1.47098, -3.73386], [-0.70620, 3.96218, 4.80262], [1.58780, -2.32264, -6.17426], [1.50083, 6.24307, -1.55512], [-2.19286, 3.23526, -5.93335], [1.67654, 5.02979, -0.28390], [3.05748, 2.93911, -7.97599], [-1.40012, 3.77279, 8.20699], [3.58384, -4.16565, 6.63524], [0.83353, -2.92788, 5.76460], [-0.56344, 3.18021, -3.25030], [0.44165, -6.10281, 8.60112], [3.83036, 3.05508, -1.29036], [2.71930, -6.13926, -5.15473], [1.39416, -3.30134, -2.77277], [-1.06397, -1.06127, 6.68431], [-4.43863, -6.14487, -2.57460], [-2.08619, -5.43076, -3.78543], [-1.99155, 5.06622, -0.72888], [3.16290, 6.84047, 0.29217], [-4.42048, 3.13380, -0.34513], [1.96881, 5.29210, -1.30070], [-1.02137, -2.00042, 1.59417], [7.35212, 3.52814, -0.59652], [2.26626, -6.78266, 4.72452], [3.31140, 6.47244, -3.28956], [1.04749, -0.03425, 0.80190], [-2.87510, 1.13316, 6.18155], [6.51219, 4.02040, -1.08673], [-0.73502, 1.70461, 0.87002], [3.00494, -5.18729, -1.85251], [1.10036, 0.13305, -0.70635], [2.25562, -1.84470, 0.70711], [-0.57136, -0.32839, -4.88489], [1.90796, -3.03697, -1.84853], [1.31858, -0.99390, 5.50809], [-1.60913, 3.58213, 5.28050], [-0.10809, 2.83998, -8.63143], [-5.85072, 7.01927, -1.36583], [1.18598, -7.63612, 8.08924], [-1.81150, -2.69363, 1.30563], [5.22481, 7.90390, 0.25997], [-5.34110, 8.58264, -0.71426], [3.99170, 5.71827, -2.89394], [-6.10846, -5.25035, -5.96283], [-7.12932, -6.07171, -2.92290], [-0.65760, 2.15933, 1.71195], [1.63632, 4.87493, -6.32262], [-0.50723, -0.46185, 7.40460], [5.39072, 3.30482, 1.02984], [-6.92409, -5.87491, -6.32720], [2.21562, -2.83802, -4.05064], [-5.30395, -6.99721, -3.47919], [-3.02633, -2.89889, -2.37489], [-1.91504, 5.71934, 2.07032], [5.20898, 6.93515, -0.23941], [-1.83408, 0.11000, -1.02892], [-2.65027, 1.68655, -5.92755], [5.19935, -5.05512, -3.01277], [-0.36745, -4.77060, 6.37626], [1.54724, -0.08609, 6.06639], [0.18306, 3.60680, -7.91358], [3.58896, -6.92622, 7.21562], [-2.97784, 7.52531, 1.90500], [-2.68554, 2.75022, -0.45809], [3.79739, 6.77889, -0.59198], [2.34668, -4.78958, 6.72566], [0.27247, 0.02927, -6.71644], [2.08280, -6.53965, -2.69267], [2.13014, -2.94381, 4.55080], [-0.77898, 0.88744, 4.67493], [2.10461, 0.59598, 5.42433], [-0.67857, 4.06188, -7.42510], [-3.03614, 4.71849, 0.40786], [-6.41424, -4.82445, -4.53222], [-3.00375, 4.36941, 2.51225], [-3.22087, 2.74454, 7.00901], [1.74265, 4.39221, -1.87267], [2.52922, -5.90097, 7.65218], [5.05464, 5.83917, -3.10286], [-2.68042, -3.96175, -4.59382], [-1.05251, -1.83059, 2.67041], [1.53321, 0.78426, 8.57957], [5.19530, 5.71298, 1.56024], [4.77788, -5.73679, -3.75154], [3.47598, 7.58036, -1.25715], [4.24691, -6.46335, 6.48012], [6.73407, 5.88983, 0.83311], [2.42453, -4.40644, 9.22733], [5.68217, 5.74715, 0.58563], [-5.52935, -7.97549, -3.05462], [0.08284, 4.17758, 7.36146], [-5.06176, -6.16428, -1.68050], [-7.80684, -3.17958, -4.87785], [1.88913, -5.56636, 3.39655], [-2.30677, 4.74903, 1.76511], [-3.52012, 7.29712, -2.11222], [0.68501, -7.50888, 5.96510], [-3.44107, 3.29953, 0.10364], [4.07077, 4.31126, -0.68070], [-0.74874, -7.12351, 6.91155], [1.40535, -1.48561, 1.28694], [-0.64442, 1.78735, 9.18534], [0.31461, 1.78237, -6.20598], [2.03579, -0.09623, -1.21674], [2.99682, 0.89414, 1.22375], [-0.94454, 4.78694, -0.61120], [0.38861, 0.66134, 6.79450], [-8.58841, -4.72018, -4.74717], [2.26326, -5.74043, 4.40542], [1.10221, -4.79236, -2.77361], [0.04225, 2.42495, 8.62852], [-5.10770, -5.67900, -6.01628], [3.80234, 4.76787, -3.39294], [1.09611, 2.82826, -6.88825], [-3.08571, 0.88023, 1.46669], [-4.96982, -2.95874, -4.54307], [3.11582, 2.71872, -0.74456], [-2.95300, -4.95891, -4.24815], [-3.14114, 7.31826, -1.09044], [-4.15570, 7.02670, 0.06993], [2.52315, 3.59636, -5.52499], [-4.74612, -7.15010, -4.40307], [2.45218, -5.51494, -2.73297], [4.80381, -6.72450, -3.29125], [-2.60707, -0.02502, 1.84025], [-2.02332, 2.34554, -5.32691], [3.35767, -3.76165, -4.35522], [-0.33073, -5.85967, 4.90886], [0.63303, 3.03207, 9.31445], [-2.23403, 0.06257, 2.86066], [1.00782, 2.47258, -3.49178], [3.30516, -1.29909, -2.89647], [2.05544, 1.65023, -8.48355], [0.76764, 1.13747, -0.96815], [4.74454, 3.54131, 1.87519], [5.68414, 6.95374, -1.22022], [-4.20457, 5.60468, 0.37738], [3.50611, 5.47376, -1.39494], [-1.37682, -1.60765, -0.95744], [-2.95183, -4.12160, -1.26948], [-3.55077, -6.71359, -2.29828], [3.32096, -5.50552, 4.28629], [-5.08330, 5.32804, 1.38517], [4.28657, -3.33970, -5.38358], [0.97195, 4.92430, -4.05937], [-2.00728, 4.48930, 5.73503], [-3.51597, 2.78035, 1.05912], [0.49654, -2.68784, -2.69526], [3.98449, -5.25468, 9.08661], [-1.33697, 0.47215, -3.55439], [0.48765, -3.54775, 4.16193], [1.88741, 2.03815, 7.47518], [2.90154, -5.36761, 9.03574], [-6.02068, -4.40155, -6.64102], [-0.49757, 1.95332, -5.00170], [-0.29671, 0.38196, 1.13788], [2.81925, 1.45462, -6.95875], [1.05124, 1.46987, 7.88261], [2.73890, -7.15434, -4.75807], [0.29542, -2.35090, -5.02600], [-1.18995, 2.58178, 6.36715], [-2.44938, 4.63028, -1.61683], [1.26015, -3.48129, 4.92804], [-1.21313, 6.62642, -1.87221], [-2.60157, 2.46045, -4.41011], [1.09553, -6.57294, 7.86660], [-6.59944, -6.24541, -3.85947], [0.60590, -3.41754, 1.77000]], "forces_ev_per_angstrom": [[0.339, 0.131, 0.181], [-0.098, 0.284, 0.146], [0.243, 0.262, -0.050], [-0.060, -0.225, 0.371], [-0.754, -0.209, 0.449], [-0.339, 0.679, -0.475], [1.463, -0.163, -1.348], [-0.228, 0.106, -0.241], [-0.995, -0.790, 2.235], [-0.931, 0.937, 0.417], [0.695, 0.230, -0.720], [-0.573, -0.393, -0.878], [0.392, 0.311, 0.519], [-0.074, 0.115, 0.063], [0.602, -0.440, 0.256], [1.135, -0.174, 0.855], [-0.158, -0.454, -0.036], [-0.647, -0.550, 0.898], [-1.018, 1.959, -0.050], [-0.157, -0.407, 0.686], [0.049, -0.075, -0.552], [-0.622, -0.054, -0.990], [0.054, 0.240, 0.012], [-0.067, -0.269, -0.248], [1.260, 0.896, -0.311], [-0.264, 0.209, 0.951], [0.467, -0.153, -0.623], [-0.154, -0.058, -0.309], [-0.285, -0.802, 1.023], [0.761, -0.066, -0.049], [-0.126, -0.180, 0.375], [-1.075, 0.080, -0.078], [0.268, 1.426, -0.321], [-1.022, 0.640, 0.207], [0.309, -0.267, -0.365], [0.144, -0.518, 0.692], [0.226, -0.332, 0.117], [-0.396, 1.386, -0.163], [-0.017, 0.688, -0.662], [-0.420, -1.298, 0.373], [-0.452, 0.209, -0.242], [-0.633, -0.302, 0.126], [0.343, -0.049, 0.023], [-0.235, -0.128, -0.215], [-1.113, -0.276, -0.315], [0.113, -0.194, 0.007], [2.379, -0.724, 1.030], [1.267, 0.778, -0.510], [0.291, 0.030, 0.327], [-0.027, -0.025, 0.487], [1.124, 0.506, 0.933], [0.196, 0.225, 0.456], [-0.026, 0.235, 0.069], [0.213, 0.076, -0.201], [-0.227, 0.455, 0.704], [-1.413, -0.301, 0.690], [0.433, -0.282, 0.180], [-0.239, -0.131, 0.229], [-0.035, -0.102, 0.569], [-0.235, 0.295, -0.181], [-0.021, -0.167, -0.140], [0.039, -0.867, 0.381], [-0.301, 0.265, -0.254], [2.204, 3.145, 1.726], [0.014, -0.328, -0.251], [0.171, -0.457, 0.030], [-0.197, 0.663, -0.625], [-0.005, -0.231, 0.145], [1.699, -0.640, 2.204], [-0.797, -0.885, -0.506], [-0.340, 0.029, 0.121], [0.120, 2.271, -0.957], [0.271, -0.056, -0.324], [0.616, 0.103, 0.186], [-0.444, -0.392, -0.519], [0.740, 0.581, 0.337], [0.276, 0.262, 0.230], [0.003, 0.242, 0.489], [-0.514, 0.485, -0.728], [0.672, 0.750, -0.868], [0.007, 0.158, -0.058], [-0.175, -0.145, 0.064], [0.557, 0.348, 0.297], [0.064, 0.558, -0.362], [-0.335, 0.507, -0.130], [0.192, -0.311, -0.378], [-0.023, 0.345, -0.189], [-1.384, -0.380, 0.323], [-0.154, -0.199, -0.176], [-1.497, 0.787, 0.100], [-0.134, -0.226, 0.158], [0.052, 0.524, -0.380], [1.091, -0.460, -0.296], [-0.110, 1.423, -0.011], [-0.159, -0.183, 0.313], [-0.316, -0.136, -0.458], [0.472, 0.136, -0.350], [-0.260, -0.082, -1.036], [-0.049, 0.606, -0.764], [0.604, 0.251, -0.216], [0.918, -0.534, -0.918], [0.034, -0.284, 0.046], [0.969, 0.015, -1.738], [0.329, 0.387, 0.063], [0.149, 0.149, -0.044], [0.603, -0.061, -0.031], [-0.716, 0.479, -0.277], [1.698, 0.607, -0.325], [-0.740, -0.014, 0.033], [0.293, -0.154, -0.053], [0.723, 0.119, 1.199], [-0.184, 0.081, 0.148], [0.986, -0.025, 0.124], [-0.334, 0.097, 0.038], [-1.112, -1.776, 1.071], [0.285, 1.638, -0.771], [-0.227, -0.068, 0.219], [-0.087, -0.004, 0.235], [0.431, -0.272, -0.810], [0.534, 0.289, 0.729], [-0.108, 0.066, 0.477], [0.381, -0.224, -0.093], [-0.812, -2.309, -0.698], [0.208, 0.935, -1.522], [-0.062, -0.108, -1.093], [-0.311, 0.168, -0.144], [0.231, -0.056, -0.100], [0.476, 0.146, -0.097], [0.741, -1.037, 0.061], [0.118, 0.119, -0.071], [-0.257, 0.320, -0.388], [0.651, 0.051, -0.508], [0.534, -1.561, -0.565], [0.440, 0.124, -0.766], [0.467, -0.036, -0.505], [-0.020, 0.146, -0.040], [-1.670, -1.109, -0.640], [-1.297, -0.106, 1.102], [-0.007, -0.507, -0.415], [1.216, -0.482, 0.091], [0.046, -0.062, -0.063], [-0.978, -0.826, 0.033], [-0.262, 0.229, -0.359], [0.075, -0.072, -0.084], [2.060, 0.695, -0.322], [-0.657, -2.956, 0.230], [0.111, 0.218, 0.253], [-0.395, -0.069, -0.587], [-0.696, 0.448, -0.568], [-2.624, -1.525, 0.399], [-0.044, 0.735, 0.548], [0.317, 0.204, 0.380], [0.137, -0.409, 0.271], [-0.231, -0.188, 0.118], [-0.357, 0.309, 0.025], [-0.916, 0.487, 0.086], [-0.060, 0.183, 0.025], [0.381, 0.400, 0.403], [0.212, -0.583, -0.302], [-0.022, 0.095, -0.115], [-0.583, -0.016, -0.143], [-0.008, 0.083, 0.099], [0.093, -0.199, -0.402], [0.230, 0.957, 0.569], [0.139, 0.126, -0.191], [-0.588, -0.358, 0.132], [-0.135, -0.170, 0.256], [-0.637, -0.820, 0.118], [0.014, -0.445, 0.162], [-0.508, -1.390, 1.101], [-1.009, 1.570, 0.332], [-0.083, 0.143, -0.145], [-0.334, 0.613, 0.105], [-0.260, 0.367, -0.020], [1.644, 0.554, 0.324], [0.708, 0.495, 0.479], [0.109, -0.304, -0.425], [-0.377, -1.337, 0.524], [-0.030, -2.681, -1.089], [0.061, -0.199, 0.026], [1.069, 0.061, 0.038], [0.137, 0.962, -0.093], [2.108, -0.928, -1.238], [-0.376, -0.629, 0.020], [-0.402, -0.038, -0.335], [-0.852, 1.095, -0.930], [0.093, -0.371, 0.058], [-0.065, -0.062, -0.287], [-0.164, -0.352, -0.008], [-1.401, 1.394, 0.264], [0.731, -0.033, 0.550], [0.402, 0.612, -0.628], [0.146, 0.010, 0.319], [0.038, -0.431, -0.203], [-0.940, 0.739, -1.594], [-0.396, -0.118, -0.029], [0.952, -1.175, 0.966], [0.184, 0.117, 0.149], [0.281, -0.291, 1.922], [0.013, 1.084, -0.544], [-0.208, -0.084, 0.312], [0.292, 1.052, 0.107], [0.096, -0.371, -0.233], [0.022, -0.356, -0.057], [-0.328, -0.044, -0.046], [0.344, 0.309, 0.068], [-0.675, 0.313, -0.307], [0.857, 0.346, 0.251], [0.549, -0.132, -2.683], [0.128, 0.544, 0.336], [0.184, 0.083, -0.025], [-0.113, -1.152, -0.209], [0.383, 0.475, -0.168], [0.194, 0.318, 0.328], [-0.469, -0.101, 1.944], [-1.733, -0.741, 0.220], [0.476, -0.145, -0.007], [-0.528, -0.245, 0.123], [-0.078, -0.232, 0.059], [-0.235, 0.042, -0.502], [0.027, 0.235, 0.194], [-0.662, 0.203, -0.283], [0.130, -0.069, -0.129], [-0.125, 0.304, -0.272], [0.557, 0.477, -0.002], [-0.232, 0.270, -0.042], [-1.472, -2.252, -0.229], [-1.958, -1.789, 2.837], [0.193, 0.340, 0.295], [-0.701, 1.087, 0.874], [0.403, -0.190, -0.495], [0.007, 0.475, 0.337], [-1.041, -0.343, -0.836], [0.440, -0.130, -0.328], [0.329, -0.188, 0.694], [0.062, 0.325, -0.054], [0.207, 0.161, 0.252], [0.081, -1.037, -1.100], [0.763, -0.057, 1.756], [-0.031, -0.154, -0.235]], "mulliken_charge": [0.502, 0.323, 0.330, -1.962, 0.333, 0.488, 2.090, 0.313, -1.930, -2.653, -0.858, 1.701, 0.452, 0.462, 0.189, 1.326, -0.742, -0.563, -1.213, 0.671, 0.354, 0.411, 0.347, 0.032, -1.966, 0.487, 0.484, 0.398, -1.023, 0.612, 0.410, -1.347, -0.297, -1.642, -0.006, -1.518, 0.411, 0.810, -1.834, -1.043, 0.355, -0.272, 0.409, 0.382, -1.865, 0.446, 1.538, -1.033, 0.523, 0.311, -1.461, 0.369, 0.409, 0.061, -0.533, -0.518, 0.357, 0.551, -0.439, 0.334, 0.449, 0.366, 0.383, -0.202, 0.451, 0.380, -1.139, 0.224, 0.309, 1.843, 0.214, -1.135, 0.520, 0.506, 0.576, 0.301, 0.575, 0.355, 0.348, -0.507, 0.297, -0.360, 0.448, -0.199, -1.804, -1.036, 0.169, -1.163, 0.319, -0.697, 0.417, 0.331, -1.656, -1.706, 0.527, 0.305, 0.460, 2.445, 0.183, -1.843, 1.147, 0.334, -1.081, 0.453, 0.922, 0.128, 0.137, -2.420, 0.391, 0.418, 0.403, 0.352, 0.400, 0.414, -1.590, -1.689, 0.359, -0.051, 0.329, -1.723, -2.112, 0.404, 1.756, -0.732, 0.381, 0.452, -0.702, -0.183, 0.419, 0.443, 0.443, -2.040, -1.771, -1.767, 0.308, 0.034, -1.320, 0.660, 0.394, 0.583, 0.705, 0.619, 0.477, 0.366, 2.804, 1.508, 0.624, 0.518, -0.369, 1.771, 0.358, 0.452, 0.290, 0.494, 0.475, -1.820, 0.480, 0.345, 0.382, 0.351, -1.342, 0.427, 0.397, 0.368, 0.396, 0.407, -2.078, 0.367, 0.393, -1.897, 0.717, 0.417, -1.190, 0.371, 0.915, 0.830, 0.407, -0.184, 1.843, 0.364, -1.844, -0.303, -0.837, 0.353, 0.236, 1.661, 0.166, -0.496, 0.165, -1.677, -1.649, 1.675, 0.263, 0.336, -1.367, 0.381, -1.504, -1.898, 0.741, 0.404, 0.446, 0.212, 0.295, 0.325, 0.426, -0.137, 0.450, 0.326, 0.309, 1.624, -0.309, 0.425, 0.468, 0.376, -0.508, -0.517, 0.281, 0.471, 0.334, 0.284, 0.457, 0.224, 0.029, 0.430, -2.058, 0.340, 1.930, 0.071, 0.351, -1.290, 0.441, 0.094, 1.845, 0.550, -2.153, 0.496, 0.386, -1.183, -1.269, 0.363], "largest_force_ev_per_a": 4.21, "charge": 0, "gap_ev": 8.336, "smiles": "CC1(C)CCCC(C)(C)N1O.CC1(C)CCCC(C)(C)N1O.CC1(C)CCCC(C)(C)N1O.CC1(C)CCCC(C)(C)N1O.CC1(C)CCCC(C)(C)N1O.CC1(C)CCCC(C)(C)N1O.CC1(C)CCCC(C)(C)N1O.CC1(C)CCCC(C)(C)N1O", "de_lowest_kcal_mol": 163.0, "molar_mass_g_mol": 1258.1}